# 1
Formula: C22H34BaClF5N3O4
Source: the OMol25 dataset
Level of theory: the ωB97M-V functional and the def2-TZVPD basis

Calculated values
Charge ... -1
Spin multiplicity ... 1
LUMO level ... 0.076 Eh

Last column: Mulliken charge in e.
Element x y z (Å)
O 0.440 -0.560 -1.145  -1.16
C 1.245 -1.703 -1.164  1.18
C 0.429 -2.951 -1.410  -1.90
C -0.951 -2.952 -1.244  1.27
H -1.432 -2.024 -0.972  0.20
C -1.693 -4.108 -1.435  -0.90
H -2.766 -4.093 -1.288  0.45
C -1.063 -5.287 -1.813  -0.61
H -1.638 -6.191 -1.963  0.38
C 0.313 -5.293 -2.004  -0.65
H 0.814 -6.203 -2.308  0.37
C 1.049 -4.134 -1.801  -0.17
H 2.123 -4.143 -1.946  0.39
H 1.978 -1.634 -1.976  0.38
C 3.140 -0.732 0.163  -0.91
C 2.030 -1.733 0.141  -0.75
H 3.956 -1.004 0.828  0.32
H 2.762 0.247 0.453  0.17
H 3.557 -0.612 -0.840  0.42
C 1.701 -2.549 1.144  0.58
C 2.343 -2.655 2.486  -1.36
H 0.883 -3.243 0.980  0.24
H 2.764 -3.636 2.686  0.41
H 1.624 -2.439 3.280  0.23
H 3.146 -1.920 2.597  0.28
Ba 0.046 0.610 0.267  3.29
Cl 1.308 -0.414 1.919  -0.86
C -0.596 1.982 2.769  -0.05
O -0.397 2.199 1.563  -1.05
N -0.948 2.932 3.639  0.33
C -0.718 4.335 3.361  -0.96
C -1.591 2.594 4.890  -0.97
H -0.492 0.983 3.189  0.51
H -0.323 4.431 2.357  0.22
H -0.006 4.752 4.074  0.31
H -1.652 4.892 3.437  0.32
H -1.850 1.540 4.897  0.30
H -2.503 3.177 5.023  0.32
H -0.927 2.796 5.731  0.34
H -3.228 -0.467 -4.090  0.36
H -4.493 1.144 -2.293  0.34
C -2.591 -0.643 -3.225  -1.00
C -3.664 0.901 -1.629  -0.90
N -2.496 0.556 -2.420  0.37
H -1.605 -0.943 -3.569  0.33
C -1.333 1.167 -2.239  -0.17
O -0.975 1.751 -1.202  -0.88
H -3.431 1.739 -0.984  0.28
H -0.680 1.144 -3.122  0.49
H -3.017 -1.450 -2.629  0.25
H -3.933 0.053 -1.005  0.19
H 3.734 4.434 -0.769  0.32
H 3.249 4.126 -3.442  0.34
C 3.914 3.363 -0.874  -1.01
C 3.285 3.054 -3.247  -0.99
N 3.012 2.792 -1.851  0.36
H 3.765 2.882 0.087  0.27
C 2.020 1.984 -1.475  0.59
O 1.693 1.803 -0.290  -1.24
H 2.540 2.552 -3.852  0.28
H 1.512 1.462 -2.284  -0.14
H 4.948 3.204 -1.174  0.36
H 4.277 2.686 -3.514  0.34
F -3.237 -1.624 0.239  -0.29
C -2.508 -0.983 1.218  -0.17
F -1.967 -1.972 2.019  -0.34
C -3.492 -0.176 2.062  0.60
F -2.875 0.277 3.200  -0.23
F -3.975 0.904 1.353  -0.26
F -4.554 -0.980 2.438  -0.33

***

# 2
Formula: C22H34Cl24FNOP
Source: the OMol25 dataset
Level of theory: the ωB97M-V functional and the def2-TZVPD basis

Calculated values
Charge ... -1
Spin multiplicity ... 1
LUMO level ... 0.067 Eh

Last column: Mulliken charge in e.
Element x y z (Å)
C 2.580 -3.748 -0.952  -1.20
C 1.353 -4.058 -1.833  -0.03
C 0.488 -2.801 -2.029  0.73
C -0.623 -3.001 -3.049  -0.59
C -1.509 -1.758 -3.296  -0.48
C -1.728 -0.852 -2.059  -0.74
C -0.744 0.321 -2.004  -0.46
P -0.647 1.116 -0.230  0.06
O -0.067 -0.403 0.431  -0.72
C -0.638 1.854 1.543  -0.92
C -1.868 1.358 2.266  -0.14
F -1.714 1.495 3.685  -0.35
C 1.171 1.765 -0.558  0.21
C 1.376 2.496 -1.738  -1.21
C 2.659 2.967 -1.994  -0.47
C 3.638 2.689 -1.055  -0.62
C 3.353 1.955 0.077  -0.68
N 2.133 1.475 0.324  -0.26
H 2.854 -2.691 -1.009  0.25
H 2.349 -3.952 0.096  0.26
H 3.452 -4.335 -1.247  0.37
H 1.690 -4.447 -2.796  0.49
H 0.734 -4.784 -1.303  -0.25
H 0.110 -2.533 -1.040  -0.51
H 1.180 -1.997 -2.308  0.11
H -1.265 -3.830 -2.730  0.17
H -0.137 -3.252 -3.998  0.28
H -0.998 -1.146 -4.047  -0.09
H -2.467 -2.048 -3.739  0.36
H -1.697 -1.428 -1.131  0.32
H -2.730 -0.422 -2.150  0.55
H 0.251 0.016 -2.349  0.11
H -1.131 1.097 -2.675  0.53
H -2.037 0.698 -0.039  -0.01
H -1.103 2.392 -0.795  0.08
H 0.654 -0.703 -0.130  0.17
H 0.207 1.530 2.148  0.35
H -0.703 2.945 1.484  0.30
H -1.992 0.285 2.103  0.18
H -2.777 1.879 1.965  0.31
H 0.541 2.680 -2.398  1.06
H 2.903 3.520 -2.893  0.51
H 4.641 3.051 -1.232  0.60
H 4.145 1.760 0.795  0.51
C 1.644 1.373 -6.149  0.10
Cl 1.555 1.968 -4.495  -0.03
Cl 0.512 0.044 -6.405  -0.16
Cl 1.355 2.684 -7.310  -0.14
H 2.644 0.999 -6.314  0.11
C -1.395 -5.859 1.069  0.09
Cl -1.182 -6.857 -0.374  -0.14
Cl -0.293 -6.382 2.351  -0.15
Cl -1.174 -4.157 0.701  0.03
H -2.408 -5.998 1.421  0.18
C -3.918 1.977 6.147  0.58
Cl -5.426 1.544 5.335  -0.16
Cl -4.074 3.556 6.933  -0.15
Cl -3.471 0.742 7.323  -0.14
H -3.133 2.041 5.398  -0.09
C 6.314 1.455 -6.574  -0.06
Cl 7.126 1.549 -5.012  -0.04
Cl 6.252 -0.213 -7.151  -0.14
Cl 4.694 2.144 -6.478  -0.07
H 6.885 2.037 -7.285  0.33
C 7.793 0.565 -1.424  -0.04
Cl 8.504 -0.152 0.026  -0.15
Cl 6.148 1.111 -1.127  -0.03
Cl 8.805 1.895 -2.013  -0.15
H 7.766 -0.196 -2.193  0.31
C -7.043 6.673 6.565  0.04
Cl -6.749 5.142 5.756  -0.06
Cl -5.523 7.414 7.077  -0.13
Cl -7.958 7.778 5.533  -0.14
H -7.634 6.480 7.451  0.28
C -5.376 -7.177 -0.659  0.02
Cl -5.135 -8.136 -2.121  -0.13
Cl -4.333 -7.755 0.643  -0.11
Cl -5.083 -5.469 -0.970  -0.09
H -6.404 -7.296 -0.344  0.32
C -1.322 3.499 9.653  0.41
Cl -0.164 4.829 9.761  -0.14
Cl -0.641 2.135 8.780  -0.10
Cl -1.861 3.012 11.266  -0.14
H -2.186 3.848 9.103  -0.04

***

So what do the calculations give for energy above the lowest of the compared OMol25 structures with the same formula, charge and spin? Going down the list: 1254.6, 0.0 kJ/mol.
So what do the calculations give for energy? Going down the list: -2308.57882, -12474.42307 Ha.